Entry 1:
115
Properties=species:S:1:pos:R:3:forces:R:3 method="wB97M-V/def2-TZVPD" homo_lumo_gap_ev=9.830 total_energy_ev=-119436.0990 de_lowest_kj_mol=461.28 smiles="COP(=O)(OC)OC.COP(=O)(OC)OC.COP(=O)(OC)OC.COP(=O)(OC)OC.COP(=O)(OC)OC.CC(C)=O.CC(C)=O.CC(C)=O"
C -4.966948 -5.126313 0.770713 -0.8 -3.6 -2.7
O -4.138948 -4.037313 0.514713 2.1 1.2 -0.3
P -3.123948 -4.050313 -0.789287 -4.7 -1.7 -3.1
O -3.774948 -4.888313 -1.842287 0.2 0.5 1.2
O -3.009948 -2.593313 -1.491287 0.9 -0.2 2.2
C -4.066948 -1.658313 -1.458287 -2.7 3.1 6.4
O -1.761948 -4.676313 -0.473287 2.0 0.6 1.9
C -0.498948 -4.221313 -0.937287 2.0 -1.0 0.3
H -4.528948 -6.119313 1.077713 0.3 1.5 0.6
H -5.466948 -5.534313 -0.146287 0.9 0.7 -0.3
H -5.893948 -4.939313 1.236713 -0.4 1.2 1.8
H -4.275948 -0.890313 -2.302287 1.0 -1.0 4.0
H -4.028948 -0.996313 -0.505287 0.6 -1.1 -1.0
H -4.988948 -2.244313 -1.297287 0.5 0.8 0.5
H -0.130948 -3.200313 -0.672287 -0.7 -1.1 0.8
H -0.545948 -4.223313 -1.969287 -0.4 -0.7 -1.4
H 0.341052 -4.958313 -0.953287 -0.9 0.0 1.8
C -0.634948 -2.238313 -2.672287 -1.5 5.5 -3.5
O -0.957948 -2.050313 -4.045287 -2.4 1.2 -1.1
P -2.566948 -2.295313 -4.513287 4.4 1.5 -2.7
O -2.776948 -3.687313 -4.703287 -1.0 -2.9 -0.2
O -3.501948 -1.593313 -3.460287 0.7 0.4 -5.0
C -4.845948 -2.069313 -3.477287 -3.7 -0.9 0.7
O -2.576948 -1.492313 -5.960287 -0.3 0.6 1.8
C -2.703948 -2.200313 -7.219287 3.3 -0.4 2.1
H 0.327052 -1.996313 -2.419287 2.5 0.0 -0.3
H -0.971948 -3.069313 -2.389287 -1.7 -5.5 0.7
H -1.273948 -1.660313 -2.066287 -0.4 0.8 -0.3
H -5.716948 -1.363313 -3.172287 2.1 -0.2 -0.6
H -5.037948 -2.898313 -2.747287 0.8 0.3 -1.8
H -5.205948 -2.383313 -4.385287 0.1 -0.9 -2.8
H -3.642948 -2.566313 -7.299287 -2.7 -2.0 0.0
H -1.856948 -2.908313 -7.226287 -0.9 -0.2 -0.3
H -2.600948 -1.593313 -8.062287 0.5 1.8 -0.8
C 6.076052 3.138687 -0.080287 -8.1 -3.4 2.3
O 5.675052 4.429687 0.235713 -0.7 2.0 0.1
P 4.218052 4.892687 0.525713 -3.1 -2.0 0.9
O 3.288052 3.733687 0.863713 1.4 1.9 -0.7
O 4.250052 5.937687 1.783713 -0.1 -0.6 -2.8
C 4.072052 5.405687 3.107713 2.9 -0.6 -0.5
O 3.753052 5.667687 -0.852287 1.2 0.3 2.1
C 2.577052 6.461687 -0.738287 0.5 2.2 -4.6
H 6.912052 3.243687 -0.435287 9.0 0.9 -4.1
H 5.448052 2.483687 -0.766287 0.2 1.6 0.5
H 6.175052 2.533687 0.789713 -0.1 -0.3 1.1
H 3.900052 6.292687 3.683713 -0.6 -0.2 0.7
H 5.038052 4.915687 3.363713 -0.2 0.9 0.3
H 3.483052 4.522687 3.152713 -1.7 0.0 -0.1
H 2.578052 7.299687 -0.116287 1.2 1.4 1.3
H 1.833052 5.910687 -0.338287 -2.8 -2.2 0.6
H 2.274052 6.998687 -1.828287 0.9 -2.1 2.7
C -1.921948 -4.925313 3.505713 -4.9 6.5 -0.3
O -1.008948 -3.785313 3.652713 -1.1 -0.4 0.4
P -1.436948 -2.349313 3.033713 -0.9 -3.0 -2.5
O -1.749948 -2.601313 1.563713 0.5 1.4 2.3
O -2.673948 -1.834313 3.903713 -0.6 0.1 -0.2
C -4.040948 -1.884313 3.351713 -2.1 -1.4 -0.9
O -0.122948 -1.599313 3.436713 -1.2 0.2 1.7
C 0.994052 -1.718313 2.633713 7.4 -0.8 6.8
H -2.278948 -4.918313 2.478713 0.5 -0.9 -0.2
H -2.986948 -4.709313 4.133713 2.7 -0.3 -1.4
H -1.527948 -5.687313 3.976713 2.3 -4.1 1.6
H -4.238948 -1.005313 2.650713 0.5 -1.2 1.1
H -4.973948 -2.025313 4.105713 2.9 1.0 -0.8
H -4.223948 -2.868313 2.778713 0.9 1.7 0.4
H 1.805052 -0.912313 2.863713 -1.9 -1.0 -0.1
H 0.713052 -1.635313 1.769713 -2.8 1.4 -9.7
H 1.731052 -2.652313 2.533713 -2.2 1.0 1.3
C -0.851948 -0.310313 -0.861287 -3.8 -0.4 1.8
O -0.477948 0.706687 0.004713 -1.4 4.2 1.7
P -1.621948 1.514687 0.957713 0.5 -2.8 3.6
O -1.583948 0.707687 2.223713 -0.1 1.4 -1.1
O -1.259948 3.080687 1.175713 -2.5 -1.7 -0.9
C 0.054052 3.424687 1.381713 2.8 -2.2 1.6
O -3.125948 1.536687 0.435713 1.9 0.2 -2.2
C -4.251948 1.898687 1.199713 0.1 -0.2 2.0
H -1.701948 0.077687 -1.467287 0.7 -0.4 -0.3
H -1.322948 -1.176313 -0.240287 1.2 1.1 -1.0
H -0.012948 -0.557313 -1.420287 1.2 -0.1 -0.5
H 0.237052 4.427687 1.158713 0.2 1.4 -0.6
H 0.602052 2.713687 0.795713 1.2 0.4 -0.8
H 0.519052 3.202687 2.393713 -1.3 0.4 -0.5
H -5.116948 1.917687 0.545713 -0.1 -0.8 0.1
H -4.196948 2.916687 1.566713 0.5 0.3 0.1
H -4.255948 1.229687 2.121713 -0.6 0.7 -1.3
C 3.337052 1.417687 4.175713 3.1 0.3 -3.2
C 4.553052 2.185687 4.710713 -2.8 0.1 2.5
C 4.410052 2.596687 6.202713 -1.1 -5.8 -5.2
O 5.478052 2.581687 4.070713 0.7 -0.1 -0.6
H 2.571052 2.129687 4.203713 -2.4 0.1 2.1
H 3.350052 0.287687 4.408713 -0.7 2.2 -0.5
H 3.423052 1.816687 3.082713 0.5 -2.4 0.6
H 3.728052 3.126687 6.607713 -5.7 5.1 0.8
H 5.208052 3.045687 6.362713 7.6 3.5 2.3
H 4.115052 1.863687 6.866713 0.8 -3.0 1.2
C 1.267052 2.013687 -4.666287 2.9 3.7 -1.1
C 2.057052 2.236687 -3.360287 3.8 -1.9 -2.8
C 1.431052 2.753687 -2.130287 -3.5 2.1 0.0
O 3.294052 1.977687 -3.422287 -3.2 0.9 1.0
H 1.329052 3.122687 -5.206287 -0.7 -2.8 1.3
H 0.345052 1.729687 -4.372287 -3.6 -0.4 0.4
H 1.619052 1.305687 -5.431287 0.6 0.2 0.8
H 0.686052 2.150687 -1.564287 -0.2 -0.2 -1.4
H 0.880052 3.838687 -2.213287 1.6 -2.6 -0.1
H 2.131052 2.726687 -1.388287 2.5 0.9 1.8
C 3.274052 0.229687 0.216713 14.1 -6.4 -3.2
C 3.270052 -1.169313 -0.364287 -0.9 -0.8 2.3
C 2.793052 -1.287313 -1.794287 -1.2 2.8 1.3
O 3.492052 -2.141313 0.351713 0.0 0.7 -1.2
H 3.981052 0.734687 -0.413287 -0.4 1.2 -0.7
H 3.725052 0.335687 1.170713 1.0 -0.9 1.1
H 2.507052 0.568687 0.415713 -14.1 6.4 1.8
H 3.670052 -1.138313 -2.427287 -0.6 0.2 -0.5
H 1.910052 -0.459313 -1.869287 2.5 -1.7 -0.5
H 2.334052 -2.227313 -1.863287 -0.3 -1.5 -0.6



Entry 2:
18
Properties=species:S:1:pos:R:3:forces:R:3 method="wB97M-V/def2-TZVPD" homo_lumo_gap_ev="10.189 / 6.090" total_energy_ev=-25021.4677 de_lowest_kj_mol=550.59
C -2.190953 0.538024 0.792907 -0.4 0.4 0.8
C -2.573820 -0.726177 0.388222 -2.5 -2.3 1.2
C -1.009523 1.040506 0.284970 -0.5 1.2 1.1
C -1.775074 -1.540476 -0.408978 0.3 -1.1 -0.7
C -0.182808 0.292103 -0.586062 1.8 2.5 0.9
C -0.572380 -0.980970 -0.796746 -0.7 -0.6 -0.6
C 1.187641 0.947297 -1.033248 -0.9 1.2 1.4
C 2.756438 0.091061 0.655036 1.4 0.0 1.4
O 2.194602 1.084303 0.036772 -1.2 1.2 -0.7
O 2.133624 -1.058520 0.851701 -0.1 -0.5 -0.2
Cl 4.538377 0.004730 0.431749 -0.4 -0.1 -0.2
H -2.742667 1.151763 1.586292 0.6 -1.1 -1.5
H -3.524196 -1.243573 0.806546 1.5 1.2 -0.8
H -0.853987 2.038227 0.775808 1.0 -0.8 -1.3
H -2.064508 -2.600930 -0.730600 0.4 1.8 0.7
H 1.654590 0.341973 -1.771934 0.2 -0.2 -1.1
H 1.089663 2.076292 -1.276680 -0.2 -2.3 -0.2
H 1.934987 -1.455631 -0.005753 -0.3 -0.6 -0.2



Entry 3:
5
Properties=species:S:1:pos:R:3:forces:R:3 method="wB97M-V/def2-TZVPD" homo_lumo_gap_ev=8.787 total_energy_ev=-27554.7333 de_lowest_kj_mol=20.48 smiles=OP(I)I
O -1.100302 -0.536855 -0.321735 0.7 0.9 1.8
P 0.316540 -0.106121 0.692372 -3.1 0.1 -0.8
I 0.638899 2.155707 -0.192745 0.2 0.0 0.0
I 2.105557 -1.355276 -0.241653 0.2 -0.3 -0.5
H -1.960692 -0.157457 0.063762 2.0 -0.7 -0.5



Entry 4:
68
Properties=species:S:1:pos:R:3:forces:R:3 method="wB97M-V/def2-TZVPD" homo_lumo_gap_ev=6.486 total_energy_ev=-60636.6165
C -1.236752 -1.135992 3.894677 1.0 0.6 0.1
C -0.167228 -1.786176 3.196772 0.2 0.8 0.1
C 0.944224 -0.875786 3.143977 -0.6 0.1 0.9
H -0.115410 -2.845299 2.973885 -0.1 0.1 -0.2
C 0.552253 0.330591 3.807089 -0.4 -1.1 0.2
C -0.775494 0.147263 4.292066 0.5 -0.6 -0.1
H -1.281306 0.805586 4.983939 -0.1 0.1 -0.2
H -2.156861 -1.598624 4.205520 -0.2 0.0 0.0
H 1.959611 -1.140220 2.864558 -0.3 0.2 -0.3
H 1.205979 1.156439 4.048822 0.0 0.1 -0.2
Cd -0.719327 -0.010601 1.313667 0.7 0.0 0.0
C 0.833163 0.401396 -0.158556 0.0 -0.1 0.2
H 1.621345 1.039143 0.255001 -0.1 -0.1 0.0
H 0.445798 0.851825 -1.070513 0.0 0.0 0.0
H 1.272410 -0.572007 -0.398374 0.1 0.1 -0.1
Si 2.903051 0.684234 -3.342733 0.0 0.4 -0.3
C 2.832550 -1.058028 -3.926389 0.0 -0.5 -0.4
C 3.089751 -2.108943 -3.030970 -0.1 -0.5 -0.5
H 3.357017 -1.899257 -1.988989 -0.1 -0.1 -0.4
C 3.003758 -3.437245 -3.476402 -0.1 0.2 -0.1
H 3.211717 -4.255652 -2.781322 -0.1 0.3 -0.3
C 2.657736 -3.716965 -4.808289 0.0 0.4 0.1
H 2.588830 -4.757302 -5.153451 0.0 0.5 0.2
C 2.404061 -2.658455 -5.699487 0.0 -0.2 0.2
H 2.140496 -2.878399 -6.737739 0.1 0.1 0.3
C 2.486404 -1.330719 -5.262658 0.1 -0.7 0.3
H 2.289679 -0.503255 -5.952293 0.1 -0.3 0.2
C 4.399183 0.924715 -2.293521 0.3 0.4 0.5
C 5.640066 0.356453 -2.635736 0.1 0.3 0.6
H 5.744385 -0.245115 -3.545334 -0.1 0.1 0.4
C 6.752414 0.564407 -1.806414 -0.2 0.1 0.0
H 7.712653 0.105690 -2.058387 -0.3 0.2 0.1
C 6.637495 1.353722 -0.650487 -0.4 -0.1 -0.2
H 7.506858 1.510584 0.001365 -0.4 -0.1 -0.3
C 5.402209 1.943732 -0.330875 0.2 0.0 -0.2
H 5.307411 2.555605 0.570131 0.1 -0.2 -0.3
C 4.290411 1.753685 -1.162276 0.7 -0.3 0.1
H 3.334746 2.238924 -0.933384 0.4 -0.3 0.0
H 1.636524 0.964749 -2.646309 0.2 0.3 -0.1
H 3.099452 1.601389 -4.493315 -0.3 -0.1 -0.2
C -3.709787 -1.212575 -1.252498 -0.5 -0.3 -0.2
P -2.977965 -1.045586 0.400287 0.4 0.4 0.9
C -2.846055 -2.750591 1.085056 -0.4 -0.3 -0.3
C -4.280071 -0.053365 1.259794 0.5 0.4 0.2
C -5.506113 -0.647032 1.594653 -0.2 0.7 0.1
C -6.570379 0.144852 2.055343 0.6 0.1 0.1
C -6.375484 1.518738 2.222254 -0.2 -0.2 -0.1
C -5.143914 2.114055 1.935600 0.3 -0.1 0.0
C -4.033161 1.358869 1.502179 -1.3 -0.3 -0.2
P -2.309808 2.020653 1.750761 1.8 -0.6 -0.1
C -2.388263 2.899015 3.321615 -0.7 0.4 0.5
C -1.217989 3.270424 0.768447 -1.0 -0.3 -0.1
H -3.013625 -1.734439 -1.913675 -0.1 0.0 0.1
H -3.925143 -0.223148 -1.672420 0.1 -0.2 0.2
H -4.653740 -1.778080 -1.190535 0.3 0.2 -0.1
H -2.677019 -2.777719 2.172222 0.0 0.3 -0.5
H -3.709867 -3.387774 0.843549 0.2 0.1 0.0
H -1.948568 -3.170848 0.589418 -0.4 0.1 0.3
H -5.642972 -1.733213 1.545788 0.1 0.4 -0.3
H -7.525697 -0.319148 2.301757 0.3 0.2 0.0
H -7.199409 2.125095 2.613959 0.4 -0.1 -0.3
H -5.041165 3.196071 2.072952 0.0 -0.4 0.1
H -2.908165 2.277051 4.056348 0.1 0.1 -0.1
H -1.385510 3.107904 3.694575 0.1 -0.2 -0.2
H -2.913062 3.857525 3.241918 0.0 -0.1 0.0
H -0.229034 3.237324 1.281239 -0.8 -0.3 -0.2
H -1.098997 2.928392 -0.266302 0.1 0.1 0.3
H -1.580302 4.301459 0.778447 -0.1 -0.1 0.0



Entry 5:
59
Properties=species:S:1:pos:R:3:forces:R:3 method="wB97M-V/def2-TZVPD" homo_lumo_gap_ev=7.344 total_energy_ev=-75363.3363 de_lowest_kj_mol=69.74 total_charge=+1
Ca -0.566701 -0.324088 -0.557525 -0.4 -0.4 -1.0
I -3.737423 3.938267 4.404136 -0.2 0.2 0.2
C -2.467776 2.602877 3.473278 0.2 -0.3 -0.1
C -2.566141 1.244048 3.741216 0.1 0.0 0.0
C -1.745779 0.345092 3.070544 -0.2 0.4 0.1
I -2.021130 -1.681149 3.376778 0.1 -0.3 -0.1
C -0.813781 0.780893 2.122769 0.3 -0.2 -0.3
O -0.071966 -0.053134 1.411943 0.0 0.1 1.1
C -0.742197 2.160160 1.856216 0.0 0.3 -0.1
C 0.184002 2.648836 0.772280 0.0 -0.1 -0.2
N -0.167740 2.171798 -0.611486 -0.2 0.0 0.2
C -1.397105 2.789133 -1.157218 0.1 -0.1 0.1
C -2.664355 2.177288 -0.592883 0.4 -0.3 -0.1
C -3.729335 2.980083 -0.239804 -0.1 0.1 0.0
C -4.854875 2.404039 0.323409 -0.1 0.1 0.0
C -4.874915 1.035570 0.525124 0.0 0.0 0.0
C -3.776023 0.301141 0.130242 0.2 0.0 -0.1
N -2.684220 0.837997 -0.440398 -0.6 0.5 0.2
C -1.555130 3.056751 2.532503 0.0 -0.1 0.0
H -3.292892 0.881690 4.456476 0.0 0.0 0.0
H 0.195638 3.741929 0.774791 0.0 0.0 0.0
H 1.201683 2.302171 0.953444 0.0 -0.1 0.1
H 0.595815 2.464820 -1.211831 0.0 0.0 0.0
H -1.420809 3.867736 -0.984127 0.0 0.1 0.1
H -1.381182 2.649983 -2.240823 0.0 0.0 0.0
H -3.658027 4.051574 -0.372454 0.0 0.0 0.0
H -5.690169 3.021925 0.628313 0.0 0.0 0.0
H -5.713460 0.543083 0.996710 0.0 0.0 0.0
H -3.754610 -0.766186 0.306400 0.0 -0.1 0.0
H -1.489888 4.115358 2.305927 0.0 0.0 0.0
C -2.629514 -3.072191 -0.769869 0.0 0.0 0.0
C -2.734869 -2.238581 -1.878174 0.1 0.0 0.1
C -1.671398 -2.141522 -2.773622 0.1 0.1 -0.1
C -0.517438 -2.893331 -2.573021 -0.1 -0.1 0.0
C -0.435989 -3.761311 -1.487256 0.0 0.1 0.0
C -1.480909 -3.836306 -0.577687 0.0 0.0 0.0
H -3.448521 -3.148690 -0.065677 0.0 0.0 0.0
H -3.639618 -1.671577 -2.051264 0.0 0.0 0.0
H -1.747168 -1.495916 -3.640838 0.0 0.0 0.0
H 0.303554 -2.826511 -3.275696 0.0 0.0 0.0
H 0.445085 -4.375447 -1.349576 0.0 0.0 0.0
H -1.405342 -4.493237 0.278674 0.0 0.0 0.0
C 3.345516 -2.459046 -1.363412 0.2 0.1 -0.1
Te 1.961876 -1.882523 0.141491 0.1 -0.3 0.3
C 3.278015 -0.253947 0.493822 0.1 0.0 -0.1
C 4.601046 -0.694384 -0.092385 0.0 0.1 0.1
C 5.783382 -0.046565 0.254294 0.0 0.0 0.0
C 6.991164 -0.450985 -0.289428 0.0 0.0 0.0
C 7.028105 -1.511452 -1.187971 0.0 0.0 0.1
C 5.854925 -2.162145 -1.534385 0.0 0.0 0.0
C 4.637094 -1.758802 -0.991655 -0.1 -0.1 -0.1
H 2.971187 -2.136979 -2.334043 0.1 0.0 -0.1
H 3.449698 -3.541760 -1.369059 0.1 0.0 0.0
H 3.318580 -0.060434 1.562046 0.1 0.0 0.0
H 2.880264 0.629982 -0.002457 0.1 0.1 0.0
H 5.757153 0.772322 0.963786 0.0 0.0 0.0
H 7.906083 0.053379 -0.007090 0.0 0.0 0.0
H 7.972209 -1.836354 -1.606054 0.0 0.0 0.0
H 5.886323 -2.995385 -2.227437 0.0 0.0 0.0